# 1
This record from the OMol25 dataset describes a 11-piece molecular cluster, C3H27N2O12 overall in a non-equilibrium geometry. The level of theory is ωB97M-V/def2-TZVPD.

Each atom is followed by the atoms it is bonded to, with distances in Å.
Positions of all 44 atoms, in Å:
1 O 0.48 1.45 -0.35  C2 1.275
2 C 0.38 0.24 -0.75  O1 1.275, N3 1.318, C6 1.524
3 N 0.26 -0.12 -2.02  C2 1.318, C4 1.445
4 C 0.07 0.98 -2.93  N3 1.445, O5 1.440, H9 1.160, H10 1.109
5 O -1.25 0.94 -3.51  C4 1.440, H19 0.967
6 C 0.21 -0.81 0.33  C2 1.524, N7 1.438, H11 1.112, H12 1.112
7 N -0.78 -1.86 0.27  C6 1.438, H13 1.018, H14 1.001
8 H -0.99 -1.31 -2.28  O20 1.014
9 H 0.72 0.71 -3.85  C4 1.160
10 H 0.03 2.06 -2.68  C4 1.109
11 H 0.08 -0.39 1.35  C6 1.112
12 H 1.20 -1.28 0.48  C6 1.112
13 H -1.62 -1.87 0.83  N7 1.018
14 H -1.05 -2.19 -0.64  N7 1.001
15 H 3.55 0.15 -0.22  O17 0.963
16 H 4.06 0.85 1.02  O17 0.960
17 O 3.98 -0.02 0.63  H15 0.963, H16 0.960
18 H -1.75 -2.13 -3.47  O20 0.963
19 H -1.94 0.65 -2.89  O5 0.967
20 O -1.88 -1.61 -2.67  H8 1.014, H18 0.963
21 H 0.39 1.73 1.19  O23 1.025
22 H 1.30 2.53 2.20  O23 0.964
23 O 0.64 1.82 2.18  H21 1.025, H22 0.964
24 H -4.47 -1.63 -0.65  O26 0.960
25 H -3.16 -1.61 -1.59  O26 0.989
26 O -3.71 -1.11 -0.93  H24 0.960, H25 0.989
27 H 3.34 -1.56 2.25  O29 0.967
28 H 2.38 -1.27 3.36  O29 0.969
29 O 3.03 -1.93 3.09  H27 0.967, H28 0.969
30 H -2.19 2.66 -2.44  O32 0.969
31 H -1.67 2.83 -1.07  O32 0.970
32 O -2.11 3.34 -1.76  H30 0.969, H31 0.970
33 H -4.21 0.38 1.67  O35 0.968
34 H -3.34 0.26 0.49  O35 0.976
35 O -3.29 0.55 1.42  H33 0.968, H34 0.976
36 H 0.46 -3.65 1.28  O38 0.964
37 H 1.38 -3.42 2.61  O38 0.965
38 O 1.05 -4.04 1.94  H36 0.964, H37 0.965
39 H -0.64 0.16 4.29  O41 0.960
40 H 0.47 0.44 3.24  O41 0.981
41 O 0.28 -0.01 4.09  H39 0.960, H40 0.981
42 H 3.07 3.22 -0.65  O44 0.965
43 H 2.22 1.91 -0.80  O44 0.976
44 O 3.03 2.29 -0.40  H42 0.965, H43 0.976

Results
lowest unoccupied orbital energy = 2.60 eV
total charge = -1
2S+1 = 1
HOMO = -0.2152 Eh
gap between HOMO and LUMO = 8.46 eV

# 2
This record from the OMol25 dataset describes an isolated molecule of C3H5NO. The level of theory is ωB97M-V/def2-TZVPD.

Each atom is followed by the atoms it is bonded to, with distances in Å.
Positions of all 10 atoms, in Å:
1 O -2.34 0.69 0.96  C2 1.207
2 C -1.32 0.21 0.52  O1 1.207, N3 1.343, H6 1.171
3 N -0.27 -0.31 1.16  C2 1.343, C4 1.453
4 C 0.74 -0.71 0.19  N3 1.453, C5 1.456, H7 1.097, H8 1.095
5 C 0.67 0.47 -0.66  C4 1.456, H9 1.087, H10 1.085
6 H -1.18 0.20 -0.64  C2 1.171
7 H 1.70 -0.78 0.73  C4 1.097
8 H 0.55 -1.66 -0.31  C4 1.095
9 H 0.50 0.46 -1.73  C5 1.087
10 H 0.96 1.42 -0.22  C5 1.085

Results
lowest unoccupied orbital energy (alpha / beta) = -1.67 / -1.71 eV
2S+1 = 1
HOMO (alpha / beta) = -0.3411 / -0.3396 Eh
gap between HOMO and LUMO (alpha / beta) = 7.62 / 7.53 eV

# 3
This record from the OMol25 dataset describes an isolated molecule of C4H2O2. The level of theory is ωB97M-V/def2-TZVPD.

Each atom is followed by the atoms it is bonded to, with distances in Å.
Positions of all 8 atoms, in Å:
1 O 2.41 0.83 -0.73  C2 1.205
2 C 1.45 0.21 -0.35  O1 1.205, C3 1.473, C4 1.680, H7 1.252
3 C 1.15 -1.11 0.23  C2 1.473, C4 1.313
4 C 0.00 -0.49 0.13  C2 1.680, C3 1.313, C5 1.485
5 C -1.47 -0.32 0.22  C4 1.485, O6 1.203, H8 1.111
6 O -2.08 0.66 -0.11  C5 1.203
7 H 0.40 0.88 -0.48  C2 1.252
8 H -1.93 -1.24 0.65  C5 1.111

Results
lowest unoccupied orbital energy = -1.39 eV
2S+1 = 1
HOMO = -0.3741 Eh
gap between HOMO and LUMO = 8.79 eV

Values of calculated total energy, in order: -31101.801, -6725.465, -8268.855, all in eV.
Values of relative energy (zero: lowest compared OMol25 entry of this formula, charge and spin), in order: 0.0, 94.7, 84.7, all in kcal/mol.